Entry 1:
The following is a quantum chemistry calculation of a cluster of 2 separate species, C2H5BCl2O2 in total at a distorted geometry, from the Open Molecules 2025 dataset.

Computed properties:
- Calculated total energy: -1174.90981 a.u.
- ΔE to the lowest compared entry with this formula, charge and spin: 277.1 kJ/mol
- Maximum force: 4.8 eV/Å
- Highest occupied orbital energy: -0.3420 hartree
- Kohn-Sham gap: 8.46 eV
- LUMO level: -0.85 eV

Geometry as ORCA input:
```
! RIJCOSX wB97M-V def2-TZVPD def2/J DEFGRID3
* xyz 0 1
H 2.17971 -0.07584 0.98305
H 2.02697 -1.45351 -0.07483
B 0.66390 0.29400 -0.56866
O 0.47379 -0.02167 -1.85232
C -1.93160 -0.34379 0.84875
C 1.41517 -0.68240 0.45800
Cl -3.02588 0.85997 1.11077
Cl -2.18690 -1.22881 -0.52074
H 0.61116 -0.98872 1.01305
O -0.02384 1.41266 -0.15027
H 0.04763 1.67648 0.81885
H -0.25011 0.55163 -2.06565
*
```

Entry 2:
The following is a quantum chemistry calculation of a cluster of 2 separate species, C2H5BO10S in total at a distorted geometry, from the Open Molecules 2025 dataset.

Computed properties:
- Calculated total energy: -1254.81050 a.u.
- Maximum force: 1.3 eV/Å
- Highest occupied orbital energy: 0.0171 hartree
- Kohn-Sham gap: 4.20 eV
- LUMO level: 4.67 eV

Geometry as ORCA input:
```
! RIJCOSX wB97M-V def2-TZVPD def2/J DEFGRID3
* xyz -2 1
H -1.91077 -2.61772 -1.21766
O -1.63896 -1.90081 1.58721
C -1.94124 0.64071 0.58615
H -0.50522 1.32124 -3.02716
H -2.96258 0.73153 0.97051
O -0.83904 2.00987 -2.44652
H 1.31905 0.99330 -1.03951
O 4.00531 0.87956 1.58591
O 0.55034 1.35605 -0.55032
O 2.74058 -0.02620 -0.28716
O -1.89036 -0.56430 -0.22035
B -0.61963 1.65732 -1.10372
C -1.57212 -1.71027 0.41309
H -1.19586 0.55950 1.38342
O 4.14001 -1.49907 1.05401
O 2.07894 -0.57229 1.98550
O -1.74817 1.70830 -0.26396
S 3.24828 -0.30815 1.09963
O -1.25857 -2.65858 -0.50906
*
```

Entry 3:
The following is a quantum chemistry calculation of a structure of composition C2H5BS2 at a distorted geometry, from the Open Molecules 2025 dataset.

Computed properties:
- Calculated total energy: -900.37601 a.u.
- ΔE to the lowest compared entry with this formula, charge and spin: 191.5 kJ/mol
- Maximum force: 5.0 eV/Å
- Highest occupied orbital energy: -0.3129 hartree
- Kohn-Sham gap: 8.58 eV
- LUMO level: 0.07 eV

Geometry as ORCA input:
```
! RIJCOSX wB97M-V def2-TZVPD def2/J DEFGRID3
* xyz 0 1
C 0.13130 1.10837 0.38364
H 0.60524 -2.97671 0.85974
S 1.48716 0.20597 1.17618
H -0.75224 1.49656 1.02339
H 0.18263 0.23040 -1.71705
S -0.86408 -1.39669 -0.50860
H -1.22260 0.83029 -1.15267
H 0.61512 2.10309 0.00286
B 0.24779 -1.93676 0.71079
C -0.43031 0.33549 -0.77828
*
```

Entry 4:
The following is a quantum chemistry calculation of a cluster of 2 separate species, C2H5Br3SSi in total at a distorted geometry, from the Open Molecules 2025 dataset.

Computed properties:
- Calculated total energy: -8488.97465 a.u.
- Maximum force: 4.7 eV/Å
- Highest occupied orbital energy: -0.2940 hartree
- Kohn-Sham gap: 7.04 eV
- LUMO level: -0.96 eV

Geometry as ORCA input:
```
! RIJCOSX wB97M-V def2-TZVPD def2/J DEFGRID3
* xyz 0 1
Br 2.95910 1.58338 -0.64516
C -0.57415 0.68448 0.25369
Br 1.86242 -0.62513 -2.98718
Br 2.63525 -2.06987 0.42057
H 0.01715 1.42450 0.57478
H -0.20673 -0.75683 1.56474
C -1.08885 -0.32085 1.23645
H -1.74661 -1.00283 0.65102
Si 1.77283 -0.33320 -0.78986
H -1.62884 0.12715 1.96014
S -1.50919 1.10552 -1.18419
H -2.49238 0.18368 -1.05499
*
```

Question: Which of these has the highest LUMO level?
Answer: C2H5BO10S

Question: Among the records above, which one has the highest Kohn-Sham gap?
Answer: C2H5BS2

Question: The highest Kohn-Sham gap belongs to which entry?
Answer: C2H5BS2

Question: Among the records above, which one has the lowest calculated total energy?
Answer: C2H5Br3SSi